Entry 1:
This record from the Open Molecules 2025 dataset describes a 6-piece molecular cluster, C34H75B2F9N3O14S overall at a distorted geometry. The level of theory is ωB97M-V/def2-TZVPD.

LUMO energy, eV: -3.2673
HOMO-LUMO gap, eV: 7.70
Energy above the lowest of the compared OMol25 structures with the same formula, charge and spin, eV: 14.2519

ORCA input file:
```
! wB97M-V def2-TZVPD RIJCOSX def2/J DEFGRID3
* xyz 1 1
C 3.584 6.269 -1.101
O 4.599 5.174 -1.067
B 4.141 4.221 -2.082
O 4.299 4.666 -3.513
C 3.400 2.744 -1.793
C 3.955 1.506 -2.691
C 5.496 1.607 -3.236
C 6.697 1.733 -2.170
C 8.125 1.584 -3.028
O 6.773 0.753 -1.091
N 3.703 0.112 -2.195
C 3.004 -0.770 -3.256
O 3.743 -0.886 -4.519
O 3.956 -2.134 -4.840
C 3.018 -0.097 -0.880
C 4.023 -1.026 0.029
C 2.283 1.156 -0.169
C 0.841 1.297 -0.955
C -0.500 0.636 -0.433
C -0.704 -0.972 -0.409
F 0.288 -1.751 0.396
F -1.998 -1.183 0.355
C -0.899 -1.760 -1.808
F -1.678 -3.015 -1.480
F 0.408 -2.308 -2.335
C -1.611 -1.007 -3.047
F -0.870 0.204 -3.567
F -1.573 -1.974 -4.210
C -3.162 -0.552 -2.886
F -3.365 0.940 -2.757
F -3.848 -0.901 -4.188
F -3.950 -1.213 -1.830
B 1.846 1.043 1.400
N 2.172 0.026 2.450
O 1.027 2.208 1.904
N 3.210 2.374 -0.363
C 4.372 2.440 0.539
C 4.249 3.626 1.723
C 4.683 3.040 3.222
S 6.552 2.680 3.166
O 7.294 3.636 2.187
O 6.816 1.207 2.743
O 7.158 2.946 4.741
H 2.482 5.854 -1.061
H 3.702 6.956 -0.133
H 3.748 6.989 -2.026
H 3.357 4.760 -3.861
H 2.344 3.045 -2.276
H 3.328 1.552 -3.714
H 5.735 0.629 -3.881
H 5.628 2.490 -4.029
H 6.766 2.809 -1.669
H 8.071 0.494 -3.509
H 8.253 2.412 -3.845
H 9.013 1.608 -2.266
H 7.628 0.899 -0.586
H 4.670 -0.336 -2.142
H 2.880 -1.892 -2.865
H 1.925 -0.405 -3.517
H 4.950 -2.269 -4.669
H 2.118 -0.853 -1.119
H 4.363 -1.918 -0.695
H 5.020 -0.517 0.359
H 3.472 -1.616 0.909
H 0.657 2.476 -1.031
H 1.057 0.968 -2.076
H -1.346 1.026 -1.193
H -0.958 1.034 0.600
H 1.873 -0.946 2.228
H 3.222 -0.027 2.589
H 1.190 2.998 1.277
H 4.676 1.466 1.146
H 5.426 2.727 0.050
H 4.917 4.569 1.470
H 3.112 3.902 1.772
H 4.405 3.845 4.027
H 4.079 2.029 3.402
H 6.403 2.879 5.396
C -0.906 -0.522 6.178
C 0.521 -0.255 6.631
C 0.798 1.236 6.739
O 1.429 -0.838 5.700
H -1.089 -0.091 5.187
H -1.087 -1.598 6.093
H -1.629 -0.099 6.882
H 0.695 -0.733 7.601
H 0.675 1.729 5.768
H 1.832 1.413 7.054
H 0.126 1.712 7.460
H 1.282 -0.420 4.835
C -7.085 -4.136 -5.158
C -7.726 -2.834 -5.611
C -6.960 -2.213 -6.769
O -7.757 -1.918 -4.520
H -6.061 -3.968 -4.808
H -7.640 -4.565 -4.317
H -7.061 -4.868 -5.971
H -8.763 -3.019 -5.913
H -5.931 -1.976 -6.476
H -7.426 -1.270 -7.076
H -6.932 -2.887 -7.630
H -6.840 -1.747 -4.245
C 5.548 5.514 8.432
C 4.690 5.209 7.214
C 3.223 5.505 7.482
O 4.838 3.836 6.863
H 5.250 4.896 9.286
H 6.600 5.285 8.228
H 5.468 6.567 8.717
H 5.035 5.804 6.362
H 2.842 4.887 8.303
H 2.616 5.269 6.602
H 3.073 6.558 7.740
H 4.534 3.300 7.615
C -7.281 -8.085 -3.232
C -8.191 -8.122 -2.015
C -8.307 -6.751 -1.367
O -7.673 -9.051 -1.066
H -6.266 -7.778 -2.953
H -7.197 -9.080 -3.681
H -7.661 -7.391 -3.988
H -9.186 -8.475 -2.309
H -7.329 -6.397 -1.023
H -8.955 -6.796 -0.485
H -8.718 -6.017 -2.067
H -6.790 -8.745 -0.798
C -10.984 -2.594 -0.506
C -9.690 -3.393 -0.532
C -8.573 -2.661 0.195
O -9.304 -3.622 -1.884
H -10.859 -1.628 -1.007
H -11.776 -3.128 -1.043
H -11.317 -2.415 0.521
H -9.852 -4.371 -0.067
H -8.362 -1.696 -0.282
H -7.645 -3.241 0.157
H -8.833 -2.483 1.243
H -9.158 -2.758 -2.305
*
```

Entry 2:
This record from the Open Molecules 2025 dataset describes C34H75F7InO15S5 as an isolated structure. The level of theory is ωB97M-V/def2-TZVPD.

LUMO energy, eV: 1.6999
HOMO-LUMO gap, eV: 6.78

ORCA input file:
```
! wB97M-V def2-TZVPD RIJCOSX def2/J DEFGRID3
* xyz -1 1
C -1.152 -0.211 1.467
C -2.453 -0.094 0.648
C -2.262 0.236 -0.844
C -2.354 -0.970 -1.792
C -0.997 -1.627 -2.088
C -1.058 -3.119 -2.490
C -0.286 -4.101 -1.575
C 1.054 -4.597 -2.149
C 2.282 -3.749 -1.750
C 3.345 -3.567 -2.858
C 3.509 -2.104 -3.277
C 2.232 -1.531 -3.902
C 2.378 -0.106 -4.460
C 2.510 -0.016 -5.988
C 2.097 1.350 -6.541
C 2.980 2.498 -6.011
In 2.280 3.460 -4.127
C 3.918 3.059 -2.564
F 4.723 1.943 -2.810
F 4.796 4.147 -2.598
C 3.589 2.932 -1.075
F 4.695 2.979 -0.285
F 2.813 3.978 -0.712
C 2.859 1.624 -0.638
F 2.029 1.158 -1.563
F 2.151 1.869 0.467
F 3.736 0.661 -0.359
H -1.253 -0.974 2.246
H -0.906 0.739 1.937
H -0.296 -0.499 0.846
H -3.061 0.703 1.091
H -3.027 -1.024 0.746
H -2.998 0.993 -1.140
H -1.280 0.706 -0.985
H -2.791 -0.639 -2.742
H -3.040 -1.716 -1.372
H -0.342 -1.512 -1.217
H -0.526 -1.058 -2.896
H -0.648 -3.218 -3.502
H -2.108 -3.430 -2.540
H -0.923 -4.972 -1.381
H -0.112 -3.628 -0.601
H 1.216 -5.632 -1.823
H 0.975 -4.631 -3.241
H 2.750 -4.214 -0.874
H 1.933 -2.765 -1.419
H 3.038 -4.152 -3.736
H 4.308 -3.990 -2.549
H 4.343 -1.995 -3.982
H 3.762 -1.509 -2.389
H 1.889 -2.224 -4.682
H 1.472 -1.502 -3.115
H 3.261 0.350 -4.002
H 1.508 0.491 -4.166
H 3.557 -0.191 -6.274
H 1.895 -0.805 -6.442
H 1.042 1.530 -6.294
H 2.164 1.306 -7.639
H 3.998 2.123 -5.854
H 3.031 3.308 -6.747
H 0.719 2.746 -3.647
H 2.047 5.203 -4.307
O -3.305 5.676 2.087
S -3.568 4.913 0.900
O -3.818 3.508 1.015
O -2.418 5.159 -0.145
C -1.042 4.945 0.288
C -0.696 3.479 0.371
C -4.865 5.662 -0.021
H -0.895 5.462 1.238
H -0.445 5.454 -0.465
H -1.251 2.986 1.170
H 0.366 3.357 0.572
H -0.940 2.982 -0.568
H -4.646 6.720 -0.132
H -5.782 5.515 0.548
H -4.930 5.167 -0.986
O 5.473 -6.327 -4.552
S 6.780 -6.905 -4.615
O 7.708 -6.678 -3.551
O 7.443 -6.497 -5.999
C 7.416 -5.087 -6.344
C 8.455 -4.281 -5.596
C 6.659 -8.634 -4.917
H 6.408 -4.706 -6.174
H 7.604 -5.078 -7.416
H 8.230 -4.228 -4.532
H 8.475 -3.266 -5.994
H 9.443 -4.726 -5.714
H 5.979 -8.797 -5.748
H 6.267 -9.078 -4.005
H 7.651 -9.020 -5.133
O -0.885 2.788 6.286
S -0.199 3.099 5.065
O -0.370 2.255 3.923
O 1.343 3.262 5.374
C 1.991 2.165 6.077
C 2.288 0.989 5.173
C -0.540 4.760 4.607
H 1.367 1.877 6.924
H 2.906 2.612 6.460
H 1.375 0.493 4.849
H 2.891 0.263 5.719
H 2.836 1.312 4.288
H -0.375 5.401 5.469
H -1.580 4.802 4.289
H 0.114 5.034 3.783
O -1.646 -2.351 5.298
S -1.634 -1.163 6.099
O -0.387 -0.711 6.642
O -2.681 -1.358 7.288
C -2.584 -2.580 8.049
C -1.452 -2.556 9.055
C -2.444 0.154 5.279
H -2.493 -3.419 7.357
H -3.549 -2.657 8.548
H -0.482 -2.549 8.562
H -1.513 -3.441 9.690
H -1.519 -1.667 9.682
H -3.397 -0.202 4.897
H -1.790 0.460 4.463
H -2.566 0.976 5.979
O -10.322 2.101 1.731
S -9.766 2.608 2.950
O -9.470 4.005 3.048
O -8.496 1.752 3.337
C -7.477 1.555 2.315
C -6.587 2.760 2.125
C -10.777 2.138 4.310
H -7.970 1.259 1.389
H -6.909 0.701 2.679
H -7.150 3.591 1.698
H -5.768 2.521 1.451
H -6.170 3.092 3.075
H -10.978 1.073 4.245
H -11.699 2.710 4.226
H -10.257 2.389 5.231
*
```

- Among the records above, which one has the lowest HOMO-LUMO gap?
  C34H75F7InO15S5

- Which of these has the lowest LUMO energy?
  C34H75B2F9N3O14S